{
  "formula": "C18H22N2O6S2",
  "method": "wB97M-V/def2-TZVPD",
  "species": ["C", "H", "H", "C", "N", "H", "H", "O", "H", "O", "H", "C", "C", "H", "O", "H", "H", "C", "H", "S", "H", "C", "C", "C", "H", "H", "O", "C", "C", "C", "H", "H", "H", "C", "H", "C", "H", "S", "C", "C", "H", "C", "C", "H", "N", "H", "O", "O", "H", "C"],
  "coordinates": [[-2.40987, 2.76923, 2.48200], [-3.57242, -3.87562, -1.30733], [5.05641, 2.95544, 0.02335], [2.08827, -0.66677, 0.46215], [-3.51793, 0.46850, -0.09175], [4.04957, -0.34225, -0.22427], [-1.66090, -0.39870, 0.25685], [-3.13522, -1.94913, -1.30127], [-3.53062, -3.08783, -2.86531], [-4.92756, 1.80002, 0.96490], [-2.00741, -3.72136, -2.08931], [-2.26114, -1.03050, -1.60157], [3.45304, -2.49271, -0.83400], [-3.25610, 2.68551, 3.11947], [1.82954, 2.92754, 0.90773], [3.55751, 3.93152, -0.68315], [2.76046, -0.56083, -1.57004], [-1.47384, 1.60954, 2.68777], [4.13264, -2.78760, -0.03075], [0.09720, -1.15339, 2.13611], [-3.32367, 3.67125, 0.80387], [-1.46774, 1.21197, -1.14407], [4.19464, 2.93264, -0.69294], [-2.79249, 2.75770, 0.98116], [-4.27325, -0.23984, -0.06910], [1.46801, -2.85652, -1.64225], [-2.02899, 0.58735, 2.88242], [2.09475, -3.24645, -0.93458], [1.64986, 0.65576, 0.96180], [3.17558, -0.94217, -0.59819], [-1.91531, 1.38003, -2.11142], [0.13607, 2.62204, 1.88044], [4.03926, -2.65914, -1.84103], [1.43915, -3.12756, 0.48647], [2.40174, -4.32011, -1.10840], [0.54047, 0.59106, 1.81780], [0.47351, -3.58676, 0.26627], [-1.35638, 2.70924, -0.20026], [-2.99305, -3.21246, -1.93163], [-2.22760, 0.05610, -0.59814], [4.58420, 2.70466, -1.67724], [1.29907, -1.68167, 0.95142], [-3.76629, 1.67670, 0.56588], [1.89950, -3.71206, 1.33725], [-0.12571, 1.69005, 2.29605], [-2.10340, 3.80405, 2.72844], [3.35997, 1.80517, -0.43097], [-1.49647, -1.06504, -2.53411], [-0.45407, 0.81437, -1.38281], [2.29697, 1.89900, 0.49626]],
  "homo_lumo_gap_ev": 8.428,
  "relative_energy_kcal_mol": 73.04,
  "max_force_ev_per_a": 6.2,
  "homo_energy_ev": -8.038,
  "total_energy_ha": -2056.40591
}